Record 1
The following is a DFT calculation (ωB97M-V/def2-TZVPD) of a 14-piece molecular cluster, C34H48FN13O4 overall.

Each line ends with the Löwdin charge.
Atoms and positions in Å:
C -3.2894 -0.8489 1.6958  -0.09
O -3.0311 -2.2269 1.4642  -0.16
C -1.7701 -2.6525 1.9433  -0.19
C -1.6555 -2.7062 3.4477  0.02
C -1.2892 -3.7514 4.1574  -0.03
C -0.8904 -5.1272 3.6846  -0.31
C 0.5092 -5.4364 4.2696  -0.01
F -1.8044 -6.0587 4.1040  0.02
C -1.2952 -3.4569 5.6317  -0.41
O -0.9368 -4.0702 6.5406  0.22
O -1.8637 -2.2023 5.7565  0.15
C -1.8660 -1.6305 4.4969  -0.40
O -1.9761 -0.4764 4.4021  0.18
H -3.7579 -0.7170 2.6759  0.09
H -3.9817 -0.4685 0.9451  0.05
H -2.3426 -0.2942 1.6952  0.09
H -0.9468 -2.0730 1.4779  0.08
H -1.6557 -3.6807 1.5875  0.05
H -0.7804 -5.1494 2.6007  0.12
H 0.4047 -5.8800 5.2584  0.08
H 1.1250 -6.0152 3.5839  0.08
H 1.0094 -4.4746 4.4222  0.09
C 2.8461 -1.1902 0.9321  -0.09
C 1.6320 -1.9561 0.6996  -0.22
N 0.6627 -2.5473 0.5124  0.15
H 3.3869 -0.9869 -0.0051  0.01
H 2.6224 -0.2299 1.3871  0.03
H 3.5272 -1.7166 1.5996  0.09
C 1.6104 1.5715 4.1439  -0.05
C 2.8629 1.3495 3.4361  -0.27
N 3.8521 1.1849 2.8761  0.15
H 1.7775 1.7847 5.1995  0.09
H 1.0653 2.4145 3.7193  0.04
H 0.9580 0.6996 4.0873  0.08
C 4.1708 1.4676 -2.8095  -0.09
C 4.5538 0.4982 -1.7960  -0.23
N 4.8246 -0.2520 -0.9691  0.14
H 3.3597 1.0904 -3.4311  0.08
H 3.8292 2.3953 -2.3583  0.05
H 5.0016 1.7122 -3.4666  0.05
C 1.0113 3.8112 -0.2881  -0.08
C 1.1547 3.3026 -1.6458  -0.25
N 1.2669 2.9009 -2.7156  0.15
H 0.2244 4.5625 -0.2292  0.08
H 0.7580 3.0127 0.4088  0.07
H 1.9366 4.2714 0.0577  0.08
C -1.4190 1.6052 -4.9836  -0.09
C -2.8230 1.9840 -4.9325  -0.30
N -3.9305 2.2847 -4.8891  0.13
H -1.1391 1.2484 -5.9737  0.08
H -0.7691 2.4472 -4.7431  0.06
H -1.1964 0.8070 -4.2767  0.07
C -5.1752 -1.0280 -3.2405  -0.09
C -4.0250 -1.2157 -4.1097  -0.28
N -3.1138 -1.3486 -4.7962  0.13
H -4.8708 -0.8521 -2.2112  0.03
H -5.7730 -0.1728 -3.5528  0.08
H -5.8257 -1.9031 -3.2470  0.08
C 5.0511 2.8682 -7.1056  -0.07
C 4.9836 3.4388 -5.7689  -0.26
N 4.9315 3.8886 -4.7138  0.14
H 5.5052 3.5593 -7.8137  0.03
H 5.6439 1.9530 -7.1178  0.08
H 4.0599 2.6172 -7.4825  0.09
C -4.2043 -6.2804 1.0020  -0.07
C -2.9449 -5.6805 0.5871  -0.24
N -1.9534 -5.2008 0.2601  0.16
H -4.2789 -6.3309 2.0880  0.09
H -5.0512 -5.7065 0.6435  0.04
H -4.3038 -7.2953 0.6173  0.08
C 1.7053 5.6308 3.2886  -0.07
C 0.4940 4.8731 3.0104  -0.28
N -0.4593 4.2692 2.7947  0.14
H 2.2766 5.8192 2.3797  0.08
H 1.4767 6.5981 3.7346  0.09
H 2.3569 5.1006 3.9807  0.04
C 8.9961 2.9858 -8.1815  -0.06
C 7.9465 3.9009 -8.6059  -0.27
N 7.1194 4.6231 -8.9397  0.14
H 8.5888 2.0054 -7.9359  0.08
H 9.7388 2.8487 -8.9664  0.08
H 9.5116 3.3614 -7.2984  0.09
C -7.3699 -7.5137 -1.4420  -0.06
C -7.3213 -6.7697 -0.1915  -0.27
N -7.2815 -6.1835 0.7947  0.14
H -6.9789 -6.9206 -2.2680  0.09
H -6.7786 -8.4268 -1.3802  0.08
H -8.3917 -7.7968 -1.6914  0.08
C -2.8306 2.1123 -0.6626  -0.05
C -4.0645 1.3535 -0.7911  -0.25
N -5.0362 0.7506 -0.8921  0.15
H -2.4057 2.3383 -1.6410  0.07
H -3.0019 3.0570 -0.1474  0.09
H -2.0854 1.5542 -0.0953  0.07
C 1.1865 5.9094 7.1823  -0.06
C 2.4449 5.6727 6.4888  -0.28
N 3.4361 5.4860 5.9403  0.14
H 1.3535 6.1205 8.2377  0.09
H 0.6543 6.7588 6.7547  0.08
H 0.5313 5.0410 7.1174  0.09

Summary:
E_tot	-2436.84579	Eh

---

Record 2
The following is a DFT calculation (ωB97M-V/def2-TZVPD) of C34H48N7NaO11P2S as an isolated structure.

Each line ends with the Löwdin charge.
Atoms and positions in Å:
Na 0.0993 0.8111 -0.1500  0.09
C -3.2795 2.3680 -3.2206  -0.06
C -2.5682 2.0473 -1.9255  -0.30
N -1.3181 2.3278 -1.7673  0.06
N -0.7463 3.0504 -2.7277  -0.05
C 0.5298 3.0076 -3.0068  -0.95
N 0.9892 4.1522 -3.6705  0.01
S 1.6680 1.7761 -2.7289  0.52
C -3.3356 1.5080 -0.7994  -0.23
C -4.7031 1.8093 -0.6808  -0.03
C -5.4158 1.3476 0.4075  -0.08
C -4.7665 0.5742 1.3599  -0.06
C -3.4201 0.3109 1.1592  -0.15
N -2.7240 0.7512 0.1206  0.14
H -2.5846 2.1861 -4.0394  0.06
H -3.5577 3.4268 -3.2624  0.07
H -4.1699 1.7535 -3.3595  0.06
H 0.2485 4.6873 -4.1020  0.06
H 1.7706 3.9506 -4.2708  0.03
H -5.1823 2.4386 -1.4190  0.10
H -6.4627 1.6017 0.5251  0.10
H -5.2790 0.2061 2.2380  0.10
H -2.8622 -0.2854 1.8760  0.10
O -3.5841 4.8889 5.0548  -0.08
C -2.9315 3.8487 5.2848  -0.70
O -2.8021 3.2064 6.3458  -0.07
C -2.1789 3.2614 4.0561  -0.11
C -2.1400 3.9454 2.8465  -0.01
C -1.4575 3.3904 1.7764  -0.13
N -0.8452 2.2094 1.8245  0.12
C -0.8820 1.5524 2.9832  -0.19
C -1.5165 2.0441 4.1202  0.05
C -0.1637 0.2276 3.0533  -0.52
O 0.5735 0.0039 3.9993  0.08
O -0.4580 -0.6239 2.0893  -0.16
H -2.6507 4.8960 2.7684  0.10
H -1.4001 3.8949 0.8146  0.09
H -1.5046 1.4901 5.0488  0.12
C -3.1319 -2.4731 -3.9273  -0.05
C -2.7994 -1.9344 -2.5441  -0.44
C -3.9644 -2.0892 -1.5795  -0.03
O -1.6696 -2.6767 -2.0428  -0.19
P -0.3884 -1.8760 -1.4245  0.54
O -0.4802 -0.4329 -1.6225  -0.28
C -0.3940 -2.4034 0.3007  -0.18
P 1.0101 -1.5671 1.1686  0.55
O 1.5930 -0.2578 0.7951  -0.27
O 2.0393 -2.6159 0.2401  -0.27
C 3.4219 -2.2971 0.2575  -0.49
C 3.8548 -1.7407 -1.0949  -0.04
C 4.2376 -3.5307 0.6380  -0.05
O 1.5217 -2.1971 2.5529  -0.16
C 1.0333 -3.2582 3.3574  -0.43
C -0.4286 -3.1153 3.7666  -0.04
C 1.2866 -4.6214 2.7127  -0.04
O 0.8131 -2.4508 -2.2725  -0.16
C 1.1140 -3.7697 -2.7295  -0.43
C 0.6945 -4.8668 -1.7609  -0.05
C 0.5022 -3.9741 -4.1109  -0.04
H -4.0250 -1.9841 -4.3186  0.08
H -3.3121 -3.5497 -3.8713  0.08
H -2.3008 -2.2927 -4.6100  0.08
H -2.5187 -0.8810 -2.6144  0.12
H -4.2378 -3.1434 -1.4858  0.08
H -4.8265 -1.5201 -1.9321  0.08
H -3.6846 -1.7052 -0.6005  0.06
H -0.2972 -3.4821 0.3755  0.05
H -1.3513 -2.0704 0.6941  0.07
H 3.6084 -1.5247 1.0078  0.13
H 3.7867 -2.5117 -1.8676  0.06
H 4.8873 -1.3862 -1.0443  0.08
H 3.2073 -0.9089 -1.3742  0.07
H 3.9759 -4.3737 -0.0079  0.08
H 4.0404 -3.8056 1.6744  0.06
H 5.3038 -3.3192 0.5292  0.07
H 1.6447 -3.1928 4.2622  0.14
H -1.0833 -3.1914 2.8973  0.07
H -0.5741 -2.1438 4.2307  0.07
H -0.6863 -3.8997 4.4813  0.08
H 0.7135 -4.7301 1.7912  0.06
H 0.9869 -5.4090 3.4069  0.08
H 2.3411 -4.7460 2.4699  0.06
H 2.2025 -3.7744 -2.8223  0.13
H -0.3885 -4.8419 -1.6248  0.08
H 1.1914 -4.7112 -0.8036  0.06
H 0.9769 -5.8407 -2.1641  0.08
H -0.5792 -4.0841 -4.0264  0.06
H 0.9169 -4.8701 -4.5773  0.08
H 0.7215 -3.1104 -4.7392  0.09
N 6.5162 5.0717 0.6553  0.15
C 5.2931 5.6541 0.8319  -0.50
O 5.2002 6.8256 1.1532  0.04
C 4.1145 4.7690 0.6008  -0.15
C 2.8721 5.3600 0.4016  0.00
C 1.7765 4.5444 0.1645  -0.11
N 1.8476 3.2199 0.1310  0.09
C 3.0282 2.6520 0.3434  -0.14
C 4.1857 3.3787 0.5774  -0.01
H 7.3301 5.6502 0.7497  0.10
H 6.6094 4.1612 0.2456  0.08
H 2.7875 6.4373 0.4318  0.11
H 0.7952 4.9702 -0.0153  0.11
H 3.0386 1.5670 0.3283  0.09
H 5.1114 2.8490 0.7632  0.10

Summary:
E_tot	-3778.91372	Eh
ΔE to the lowest compared entry with this formula, charge and spin	40.39	kcal/mol
net charge	-2